C29H24BrN7O4S3Sc | the ωB97M-V functional and the def2-TZVPD basis

Element x y z (Å)
Br  2.148041  -5.280510  -3.838687
Sc  1.168741  -0.379810  1.677213
S  -1.082559  1.396390  0.570713
S  -1.445259  -2.639010  0.603113
S  3.427641  -1.256110  2.606713
O  1.619241  -2.632810  0.706913
O  1.485841  -0.340510  -0.468087
O  0.197541  1.779390  -0.031087
O  -1.547659  2.270990  1.598413
N  -0.215759  -0.417510  -4.234787
N  0.812441  1.096990  -2.949187
N  1.403141  -1.857710  4.280513
N  3.178941  -3.306110  4.250713
N  -0.842859  -0.146910  1.118113
N  1.112341  1.652990  2.735613
N  0.913141  -0.718910  3.745113
C  -1.562559  -1.011510  0.376213
C  -2.264059  0.988190  -0.691087
C  0.803141  4.018990  2.824513
C  -3.238659  -1.025510  -1.572687
C  0.315141  1.530690  3.829613
C  1.918941  -3.820710  -1.426287
C  -2.935959  1.781390  -1.588687
C  1.716541  -2.681910  -0.666087
C  0.089641  0.046090  5.927613
C  -2.401459  -0.396410  -0.659087
C  0.699241  -0.229810  -3.325287
C  1.359441  2.875390  2.274113
C  0.372941  0.211490  4.472413
C  2.577741  -2.198610  3.793713
C  -3.916359  -0.233710  -2.489287
C  -0.741559  0.810690  -4.512987
C  -2.077659  2.509590  -5.473487
C  1.505041  -3.912410  1.333313
C  -0.094759  3.887890  3.870213
C  1.841841  -3.721710  -2.812087
C  1.497841  -2.542510  -3.440287
C  -1.435959  3.467490  -4.684687
C  -1.748059  1.174690  -5.402287
C  -3.774859  1.147790  -2.498187
C  -0.098059  1.787090  -3.719487
C  1.520941  -1.449810  -1.306487
C  1.321441  -1.380110  -2.684287
C  -0.328559  2.629290  4.394413
C  -0.435659  3.127590  -3.795287
H  1.067441  4.987390  2.433113
H  0.553641  0.847490  6.500513
H  -3.358159  -2.098010  -1.555087
H  -4.570859  -0.697810  -3.208787
H  2.043941  2.943090  1.435713
H  -2.813559  2.852390  -1.580987
H  2.125241  -4.778410  -0.980987
H  -4.313959  1.739590  -3.221787
H  -2.846359  2.829590  -6.160187
H  0.709841  -4.487610  0.855613
H  -0.589059  4.752090  4.285713
H  -1.002659  2.494090  5.225513
H  0.490341  -0.913310  6.246213
H  -2.237359  0.431790  -6.007387
H  2.454741  -4.450110  1.285013
H  2.792541  -3.786310  5.048613
H  1.558541  1.543790  -2.440687
H  -1.727659  4.501190  -4.781387
H  1.347941  -2.494310  -4.506887
H  0.061741  3.867890  -3.189987
H  -0.983559  0.055290  6.116213
H  1.234241  -3.731110  2.372613
H  1.034441  0.418690  -0.917087
H  4.149941  -3.437810  4.027013

Forces on the atoms, in the same order (eV/Å):
Br -0.03 0.13 0.05
Sc 1.57 -0.61 -0.04
S -0.27 0.09 -0.34
S -0.26 0.23 0.04
S 0.31 0.38 -0.20
O 0.04 0.07 -0.72
O -0.07 0.07 -0.94
O 0.00 0.29 -0.15
O -0.43 0.06 -0.20
N 0.23 -0.62 0.17
N 0.08 -0.20 0.05
N -0.16 -1.28 0.86
N -0.01 -0.21 0.16
N -0.95 1.36 -0.22
N -0.35 -0.01 0.29
N -0.08 1.23 0.43
C -0.15 -1.90 0.13
C 0.32 -0.56 0.52
C 0.01 -0.09 0.12
C 0.09 0.18 0.14
C 0.02 0.61 -0.10
C -0.04 0.16 0.11
C -0.02 0.34 -0.03
C -0.12 0.63 -0.27
C 0.11 -0.18 -0.14
C -0.14 0.50 -0.31
C -0.33 0.17 -0.36
C 0.17 0.21 -0.12
C 0.36 -1.15 0.10
C -0.46 0.93 -0.09
C 0.04 -0.08 0.09
C 0.31 0.85 0.30
C -0.16 -0.06 -0.13
C -0.07 -0.26 0.47
C 0.20 -0.05 -0.21
C -0.06 0.07 -0.13
C 0.11 -0.13 0.17
C 0.08 0.14 0.10
C 0.12 0.02 0.13
C 0.14 0.10 0.12
C -0.56 -0.12 -0.48
C 0.29 -0.69 -0.19
C 0.36 -0.31 0.76
C 0.19 -0.55 -0.15
C 0.05 0.08 0.07
H 0.01 0.07 -0.09
H -0.03 0.04 0.02
H 0.05 -0.08 0.01
H -0.08 -0.08 -0.09
H -0.15 0.00 0.03
H -0.03 0.14 -0.08
H -0.02 -0.06 0.11
H -0.03 0.04 -0.05
H -0.08 0.04 -0.06
H 0.08 0.04 0.01
H -0.02 0.08 0.04
H 0.02 -0.06 0.10
H -0.06 0.05 0.06
H -0.08 -0.14 -0.13
H -0.05 0.13 -0.01
H -0.01 0.06 -0.02
H 0.10 -0.12 -0.12
H -0.01 0.13 0.00
H -0.04 -0.02 -0.04
H 0.05 0.17 0.07
H -0.08 0.06 0.00
H 0.03 -0.04 -0.18
H 0.00 -0.22 0.54
H -0.03 -0.06 0.01

The value obtained for the frontier orbital gap is 0.259 Ha. As for the total charge: +1. The value obtained for the energy above the lowest of the compared OMol25 structures with the same formula, charge and spin is 49.9 kcal/mol.